No. 1
Molecular formula: C38H38Cl2N2O2P2Ti
Method: DFT, ωB97M-V/def2-TZVPD

Summary:
2S+1: 2
Strongest force on any atom (Eh/bohr): 0.09754
E_HOMO (spin up / spin down) (eV): -14.438 / -14.438
E_tot (eV): -113811.612
HOMO-LUMO gap (spin up / spin down) (Ha): 0.192 / 0.174
Net charge: +3

Each line ends with the Mulliken charge.
Atoms and positions in Å:
1 H -3.789 -3.226 -5.198  0.52
2 C -2.275 1.445 -3.248  -0.33
3 H 2.197 0.085 2.742  0.40
4 H 3.146 0.194 -5.341  0.32
5 C -1.508 0.179 0.179  0.70
6 C -1.117 -0.908 4.889  0.58
7 H -0.310 6.282 -0.318  0.44
8 C -2.624 1.006 -0.032  -0.65
9 H 5.024 -0.405 -1.627  0.39
10 C 1.233 -1.710 3.462  0.28
11 H 2.862 -0.619 -0.745  0.62
12 N 4.128 -0.328 -3.548  0.05
13 H -4.673 1.103 -0.640  0.56
14 C -4.222 -1.112 -5.083  0.00
15 H 4.815 -2.886 4.333  0.43
16 H 1.175 0.867 -4.275  0.40
17 H -0.861 5.544 1.971  0.47
18 H 2.047 1.956 -3.198  0.46
19 H 3.440 -2.092 -4.490  0.39
20 C 4.303 0.209 -2.164  -1.14
21 C -2.165 -0.204 7.365  -0.53
22 C -0.427 3.483 1.591  -0.61
23 N 1.841 -0.014 -2.476  1.54
24 C -3.835 0.100 -4.569  -1.25
25 C -0.367 0.548 2.688  -1.76
26 H 0.352 1.066 3.326  1.05
27 P 0.113 0.744 0.924  1.09
28 H 0.758 2.260 -1.335  -0.68
29 Ti -0.290 0.354 -1.686  -0.46
30 H -0.775 -1.861 0.116  0.57
31 C 2.329 -0.898 3.180  0.02
32 H -2.563 2.062 0.204  0.49
33 H 0.491 4.651 -1.988  0.49
34 C 1.977 -1.396 -3.018  -0.75
35 H 0.601 -3.619 4.220  0.41
36 C 3.424 -1.646 -3.497  -0.99
37 C -3.913 -0.908 -0.724  -0.62
38 C -2.493 -0.744 5.049  -0.32
39 H 5.046 -0.456 -3.979  0.31
40 H 1.710 -2.114 -2.244  0.46
41 C -0.528 4.822 1.237  -0.83
42 C -3.812 0.463 -0.491  -0.88
43 C 2.922 0.189 -1.474  -0.49
44 H -4.421 0.989 -4.768  0.54
45 H 4.712 1.215 -2.239  0.40
46 C -0.003 2.550 0.651  0.32
47 H -2.914 -2.805 -0.694  0.61
48 H -2.572 0.059 8.332  0.41
49 C 3.614 -1.324 3.493  -1.01
50 H -3.157 -0.918 4.209  0.42
51 C -2.335 -2.191 -4.030  0.58
52 H -1.356 0.991 2.804  0.88
53 C 2.027 0.943 -3.599  -0.49
54 H -4.082 -0.261 6.403  0.41
55 H -0.136 -0.229 8.055  0.42
56 H -4.857 -1.328 -1.049  0.57
57 H 1.272 -1.523 -3.834  0.48
58 C -1.909 -0.971 -3.494  -0.15
59 C -2.676 0.199 -3.768  0.88
60 Cl -1.406 -3.595 -3.663  -0.15
61 H 3.976 -2.304 -2.828  0.35
62 H -0.686 3.182 2.598  0.46
63 C 3.335 0.640 -4.365  -0.97
64 H 0.801 -0.865 5.877  0.31
65 C -3.014 -0.385 6.282  -0.60
66 P -0.515 -1.254 3.195  0.34
67 O -1.208 1.595 -2.544  -0.27
68 C 0.359 2.992 -0.623  1.16
69 O -0.819 -0.902 -2.738  0.04
70 C -2.821 -1.739 -0.529  -1.30
71 C -0.216 5.238 -0.050  -0.71
72 C 2.731 -3.396 4.325  -0.72
73 H 2.769 1.125 -0.940  0.20
74 C 1.449 -2.975 4.015  -0.33
75 H 2.885 -4.370 4.770  0.44
76 C -3.471 -2.269 -4.806  -0.38
77 C -1.613 -1.203 -0.098  -0.01
78 Cl -5.619 -1.230 -6.059  -0.12
79 C -0.797 -0.376 7.211  -0.62
80 H -2.872 2.335 -3.440  0.48
81 C -0.267 -0.730 5.980  -0.44
82 H 4.458 -0.671 3.310  0.44
83 H 3.925 1.541 -4.519  0.39
84 C 0.231 4.320 -0.990  -0.89
85 C 3.815 -2.567 4.072  -0.49



No. 2
Molecular formula: H9O5
Method: DFT, ωB97M-V/def2-TZVPD

Summary:
2S+1: 1
Strongest force on any atom (Eh/bohr): 0.07129
E_HOMO (eV): -5.635
E_tot (eV): -10385.228
HOMO-LUMO gap (Ha): 0.359
Relative energy (zero: lowest compared OMol25 entry of this formula, charge and spin) (eV): 0.347
Net charge: -1

Each line ends with the Mulliken charge.
Atoms and positions in Å:
1 H 0.293 1.522 -0.725  0.25
2 H -1.353 -0.778 1.506  0.45
3 H 0.944 0.793 0.844  0.46
4 O 0.524 0.625 -0.618  -1.18
5 H -2.084 -1.037 -0.507  0.28
6 O -1.806 -0.259 -0.041  -0.84
7 H 1.326 -0.010 -2.021  0.45
8 H 0.403 0.551 2.421  0.32
9 H 0.613 0.029 -3.379  0.27
10 O -0.806 -1.166 2.211  -0.77
11 O 1.156 0.808 1.845  -0.80
12 H 0.103 -0.958 1.879  0.33
13 O 1.501 -0.179 -2.935  -0.69
14 H -0.814 0.060 -0.479  0.46



No. 3
Molecular formula: C5H4O2
Method: DFT, ωB97M-V/def2-TZVPD

Summary:
2S+1: 1
Strongest force on any atom (Eh/bohr): 0.03609
E_HOMO (eV): -8.910
E_tot (eV): -9343.165
HOMO-LUMO gap (Ha): 0.368
Relative energy (zero: lowest compared OMol25 entry of this formula, charge and spin) (eV): 1.017

Each line ends with the Mulliken charge.
Atoms and positions in Å:
1 H 1.737 1.070 0.300  0.48
2 C 2.186 -1.057 -0.830  0.15
3 O 2.018 -2.172 -0.710  -0.16
4 H -1.443 -1.573 1.028  0.39
5 O 0.379 -0.513 0.869  -0.28
6 C 0.718 0.694 0.297  -0.31
7 H -0.382 2.222 -0.737  0.41
8 H -2.464 0.466 -0.421  0.39
9 C -1.443 0.329 -0.107  -0.29
10 C -0.946 -0.707 0.605  -0.42
11 C -0.360 1.241 -0.294  -0.35



No. 4
Molecular formula: C25H44Cl3N4O3SeSiTb
Method: DFT, ωB97M-V/def2-TZVPD

Summary:
2S+1: 7
Strongest force on any atom (Eh/bohr): 0.12730
E_HOMO (spin up / spin down) (eV): -7.346 / -5.933
E_tot (eV): -171973.379
HOMO-LUMO gap (spin up / spin down) (Ha): 0.280 / 0.228
Relative energy (zero: lowest compared OMol25 entry of this formula, charge and spin) (eV): 2.821

Each line ends with the Mulliken charge.
Atoms and positions in Å:
1 H -1.829 2.172 -2.489  0.38
2 H -3.455 -1.510 -1.392  0.15
3 C -3.429 -1.502 -5.178  -1.59
4 H -3.433 -2.546 -4.876  0.37
5 H 3.985 -1.113 4.357  0.33
6 H -1.641 4.312 -3.733  0.42
7 H 4.546 3.629 1.986  0.43
8 O -0.957 0.038 -1.612  1.39
9 H -3.277 -1.474 -6.259  0.33
10 H 1.427 2.588 -6.166  0.41
11 C -1.288 -2.521 -3.151  -1.51
12 H -0.013 -5.072 1.437  0.05
13 H 1.292 0.080 5.424  0.37
14 H -0.199 4.718 2.775  0.32
15 C -4.547 0.958 -1.422  -0.79
16 H 2.627 1.074 4.821  0.32
17 H -2.401 0.366 -4.730  0.41
18 N 3.011 3.126 0.552  0.35
19 H -3.051 -6.504 4.093  0.28
20 H -0.003 4.521 -5.578  0.39
21 C 3.497 3.505 1.751  -0.47
22 Cl 2.108 -0.420 -0.866  -0.42
23 C -1.475 -1.110 -3.605  0.49
24 C -0.367 -8.372 3.729  -0.94
25 C 1.665 3.107 0.684  -0.30
26 C -1.135 2.271 -3.311  0.25
27 H -5.577 0.668 -1.219  0.32
28 C -2.396 -0.689 -4.474  0.09
29 Se 0.554 2.735 -0.620  -0.55
30 H -1.156 -2.558 -2.071  0.11
31 H -1.178 -9.001 4.090  0.27
32 H 3.518 3.534 -1.458  0.31
33 Tb 0.000 0.000 0.000  -1.01
34 H -4.654 -1.449 -0.079  0.43
35 H -4.469 2.040 -1.364  0.31
36 O 0.815 0.241 1.919  -0.20
37 H 0.961 -5.448 2.855  0.25
38 C -1.016 3.469 -4.002  -0.68
39 H -4.431 -1.103 -5.003  0.30
40 N 2.111 -0.551 3.605  0.31
41 H -0.833 3.407 1.718  0.02
42 C -0.511 -0.147 -2.925  -0.41
43 H 1.935 -1.448 1.768  0.31
44 Cl -0.383 -2.235 0.498  -0.39
45 H 1.040 -6.480 1.431  0.30
46 Cl -2.075 -7.718 1.105  -0.35
47 C 3.033 -1.563 4.075  -0.95
48 C -2.220 -5.900 3.733  -0.91
49 C 3.806 2.839 -0.641  -0.69
50 C -3.670 -1.110 -0.404  -0.81
51 H 3.638 1.801 -0.974  0.21
52 H 4.889 2.969 -0.431  0.30
53 N -3.654 0.341 -0.465  0.28
54 C -0.057 3.660 2.467  -0.59
55 H -2.786 2.129 -0.034  0.44
56 C -0.356 1.171 -3.648  0.01
57 H 0.295 -8.995 3.130  0.26
58 N 1.290 3.490 1.926  0.54
59 H 0.196 -8.023 4.595  0.33
60 Si -1.017 -6.927 2.740  0.50
61 H -0.375 -2.937 -3.584  0.32
62 H 1.192 0.458 -4.942  0.46
63 H -0.195 3.010 3.353  0.25
64 C 0.371 -5.886 2.050  -0.66
65 C -2.715 1.048 0.148  -0.02
66 C 0.570 1.305 -4.678  -0.46
67 H -2.902 -1.453 0.277  0.21
68 C 0.702 2.502 -5.367  -0.72
69 H -1.727 -5.460 4.600  0.32
70 H 0.474 -0.629 -2.922  0.52
71 H 2.624 -2.080 4.943  0.33
72 H 2.490 4.064 3.628  0.53
73 H -4.280 0.638 -2.429  0.18
74 H 1.035 1.161 4.042  -0.07
75 H -2.111 -3.177 -3.426  0.40
76 H 3.211 -2.290 3.290  0.29
77 H -2.633 -5.089 3.137  0.27
78 C 1.745 0.504 4.528  -0.69
79 C -0.098 3.589 -5.037  -0.57
80 C 1.606 -0.603 2.370  0.26
81 O -1.832 0.589 0.894  -0.63
82 C 2.433 3.731 2.600  -0.62